[1]
68
Properties=species:S:1:pos:R:3:mulliken_charge:R:1 method="wB97M-V/def2-TZVPD" homo_ev=-8.20 total_energy_ha=-1814.5944 relative_energy_kcal_mol=123.0 orbital_gap_ev=4.965
Na 0.4133 1.5938 1.2418 0.984
O 8.3332 -4.7253 -5.1379 -0.623
C 7.8227 -4.6794 -4.0248 0.592
O 7.5845 -3.6477 -3.2977 -0.503
B 7.0591 -4.0229 -1.9875 1.014
O 7.0198 -5.5524 -2.0781 -0.474
C 7.4167 -5.9609 -3.2511 0.623
O 7.4991 -7.0857 -3.7498 -0.615
O 5.7008 -3.3388 -1.6718 -0.422
C 5.8348 -2.7158 -0.4842 0.603
O 4.9711 -2.1740 0.2096 -0.654
C 7.3114 -2.8153 -0.0433 0.619
O 7.9179 -3.5323 -0.9471 -0.525
O 7.8341 -2.2041 0.9079 -0.636
C -1.7037 -1.3181 5.2861 -1.318
C -1.0874 -0.2279 6.1820 0.701
C 0.1718 -0.6320 6.9426 -1.314
O -0.8208 0.9059 5.4669 -0.554
H -1.9651 -2.2522 5.7834 0.356
H -1.1412 -1.6299 4.4061 0.320
H -2.6343 -0.9547 4.8502 0.331
H -1.8372 -0.0025 6.9403 0.109
H 0.3169 -0.0218 7.8341 0.378
H 1.0487 -0.5390 6.3019 0.325
H 0.1475 -1.6661 7.2864 0.341
H -0.4315 1.5624 6.0492 0.328
C 3.1779 5.1623 1.8337 -1.229
C 4.0515 5.0696 0.6522 0.715
C 5.4463 4.5317 0.8664 -1.432
O 3.4689 4.0703 -0.2946 -0.554
H 3.2746 4.2707 2.4533 0.275
H 2.1572 5.3798 1.5193 0.283
H 3.6337 5.9136 2.4786 0.364
H 4.1703 6.0126 0.1186 0.181
H 5.5452 3.6596 1.5127 0.334
H 6.0758 5.2760 1.3541 0.344
H 6.0135 4.3197 -0.0399 0.414
H 4.1951 3.8746 -0.8912 0.313
C -5.8463 1.6181 -2.4665 -1.776
C -5.1304 0.8786 -1.2954 1.651
C -5.9862 -0.4250 -0.9449 -1.065
C -5.7346 -1.7184 -1.7785 -0.701
C -4.2553 -1.8897 -2.0281 -1.252
C -3.4529 -0.6470 -2.5268 1.416
N -3.7461 0.5586 -1.6628 -0.031
O -3.0435 1.7561 -2.0438 -0.412
C -1.9786 -0.9646 -2.2604 -1.944
C -3.6760 -0.4001 -4.0409 -1.352
C -5.0870 1.8394 -0.1460 -1.840
H -6.7943 2.0368 -2.1287 0.484
H -6.0165 0.8831 -3.2532 0.388
H -5.3421 2.5056 -2.8489 0.376
H -5.8311 -0.6607 0.1080 0.370
H -7.0191 -0.1179 -1.1092 0.358
H -6.3806 -1.7054 -2.6563 0.373
H -6.0840 -2.6442 -1.3213 0.397
H -4.0644 -2.7311 -2.6942 0.427
H -3.8318 -2.2033 -1.0739 0.404
H -1.6843 -1.1135 -1.2215 0.345
H -1.6876 -1.8395 -2.8419 0.416
H -1.3915 -0.1330 -2.6502 0.414
H -3.2364 -1.1200 -4.7312 0.430
H -4.7555 -0.4640 -4.1773 0.381
H -3.3857 0.6085 -4.3353 0.265
H -4.8293 1.4416 0.8355 0.361
H -6.0608 2.3014 0.0168 0.387
H -4.3367 2.6049 -0.3437 0.390
H -3.3235 1.8407 -2.9581 0.342

[2]
11
Properties=species:S:1:pos:R:3:mulliken_charge:R:1 method="wB97M-V/def2-TZVPD" homo_ev="-4.96 / -8.94" total_energy_ha=-576.4257 s2=2.008 multiplicity=3 orbital_gap_ev="4.287 / 8.138"
O 1.2060 -1.3774 0.7117 -0.552
C 1.6938 -0.5262 0.0281 0.378
C -0.6799 1.0360 1.0008 0.984
O 0.3828 1.1124 0.2820 -0.612
O 2.7218 0.0427 -0.1532 -0.443
C -0.7960 0.8329 2.3361 -1.474
Li -0.2993 -1.5362 1.9080 0.809
F -1.8181 1.0273 0.2646 -0.238
H -1.7864 0.8057 2.7898 0.344
H 0.0899 0.9618 2.9587 0.346
Pd 2.2070 2.0712 0.6798 0.459

[3]
65
Properties=species:S:1:pos:R:3:mulliken_charge:R:1 method="wB97M-V/def2-TZVPD" homo_ev="-11.32 / -11.31" total_charge=+1 total_energy_ha=-3050.0374 s2=2.040 relative_energy_kcal_mol=0.0 multiplicity=3 orbital_gap_ev="8.267 / 4.466"
Pd 0.5018 1.2836 1.4905 -0.011
S 4.4593 3.2954 1.3083 -0.312
C 4.8325 1.6003 1.2408 0.817
C 6.0734 0.9987 1.0605 -0.615
C 6.1303 -0.3796 1.0523 -0.646
C 4.9733 -1.1426 1.2437 -0.715
C 3.7425 -0.5449 1.4211 -0.320
C 3.6646 0.8477 1.4022 -0.259
N 2.5252 1.6310 1.5506 -0.241
C 2.7988 2.9132 1.5144 0.871
C 1.7076 3.8615 1.6173 1.010
C 1.8747 5.2416 1.6676 -0.855
C 0.7621 6.0569 1.7739 -0.759
C -0.5025 5.4899 1.8310 -0.870
C -0.6725 4.1071 1.7763 -0.030
C 0.4296 3.2803 1.6552 0.021
H 6.9654 1.5969 0.9295 0.424
H 7.0807 -0.8749 0.9066 0.420
H 5.0484 -2.2222 1.2651 0.469
H 2.8574 -1.1370 1.5996 0.526
H 2.8714 5.6675 1.6301 0.377
H 0.8773 7.1312 1.8233 0.408
H -1.3738 6.1259 1.9229 0.424
H -1.6770 3.7128 1.8351 0.323
S -6.0224 0.5603 1.4506 -0.189
C -4.2769 0.7997 1.3777 0.755
C -3.5861 0.9646 2.5772 -0.925
C -2.2233 1.1645 2.5542 -0.360
N -1.5225 1.2207 1.4123 0.353
C -2.1861 1.0974 0.2535 -0.729
C -3.5478 0.8914 0.1934 -0.686
C -6.3016 -0.5921 0.1110 0.210
C -6.4529 -1.9299 0.4395 -0.172
C -6.6741 -2.8329 -0.5940 -0.418
N -6.7420 -2.4679 -1.8695 -0.546
C -6.6223 -1.1793 -2.1681 -0.448
C -6.4156 -0.1931 -1.2101 -0.077
H -4.1091 0.9294 3.5230 0.461
H -1.6593 1.2784 3.4684 0.473
H -1.6025 1.2068 -0.6512 0.567
H -4.0328 0.8104 -0.7683 0.369
H -6.3978 -2.2585 1.4684 0.419
H -6.7948 -3.8901 -0.3871 0.370
H -6.7060 -0.9194 -3.2175 0.374
H -6.3776 0.8505 -1.4948 0.514
F 1.8906 -0.2766 -0.9007 -0.236
C 1.7910 -1.4736 -1.4747 0.678
C 2.7436 -1.8256 -2.4016 0.141
F 3.7272 -0.9711 -2.6290 -0.313
C 2.6649 -3.0287 -3.1202 0.285
C 1.5539 -3.8338 -2.8375 0.227
C 0.6124 -3.4835 -1.8877 0.137
F -0.3737 -4.3305 -1.6433 -0.310
C 0.7126 -2.2993 -1.1518 0.653
C -0.2319 -1.9886 -0.0790 0.565
C 0.1415 -1.2557 1.0650 0.458
N 0.4826 -0.8246 2.0907 -0.784
C -1.5568 -2.4664 -0.0921 -0.300
N -2.6645 -2.7955 -0.1067 -0.392
F 1.3940 -4.9889 -3.4596 -0.285
C 3.6712 -3.4143 -4.0894 0.490
C 4.8977 -2.7253 -4.2224 0.027
N 5.9227 -2.2052 -4.3308 -0.431
C 3.5126 -4.5033 -4.9744 0.024
N 3.4115 -5.3606 -5.7411 -0.408